A molecular structure, C24H36N2PtSi, computed with ωB97M-V/def2-TZVPD.

## Properties
2S+1: 3
energy above the lowest of the compared OMol25 structures with the same formula, charge and spin: 44.6 kcal/mol
electronic energy: -1454.15765 Eh
largest force on an atom: 2.86 eV/Å
E_LUMO (spin up / spin down): 0.019 / -0.024 Ha
HOMO-LUMO gap (spin up / spin down): 6.598 / 7.288 eV
net charge: 0
E_HOMO (spin up / spin down): -6.09 / -7.94 eV

Each line ends with the Löwdin charge.
CARTESIAN COORDINATES (ANGSTROEM)
1 C -2.3050 -3.3788 -3.4949  -0.14
2 H -1.0415 0.3731 1.1573  0.01
3 C -0.0256 1.0630 -1.2392  -0.35
4 H 0.2876 -2.6873 -0.9182  0.07
5 C -1.5249 -2.4115 -2.8218  -0.34
6 H 4.3831 1.1573 1.8600  0.11
7 H 0.7854 1.1298 5.1644  0.08
8 C 0.4548 -3.0698 -4.1365  -0.08
9 C 2.9219 1.3899 3.4263  -0.19
10 H -7.6986 0.5189 -1.2572  0.10
11 C -4.0371 -0.8861 -1.3618  -0.33
12 H 2.8475 0.3035 3.3285  0.08
13 C -1.7216 -4.1694 -4.4711  -0.09
14 H -2.7014 -3.1190 -0.6433  -0.03
15 C -6.6670 0.1573 -1.2730  -0.09
16 Pt 0.3832 0.1241 0.4217  0.95
17 H -0.3976 1.5863 3.9154  0.08
18 H 3.3441 1.5869 4.4217  0.11
19 N 1.5588 1.9411 3.3555  -0.30
20 H -1.0189 0.8116 -1.6646  -0.03
21 H 2.0993 3.9095 3.0075  0.07
22 C -4.2809 0.4504 -1.7683  -0.09
23 H 1.8395 2.9476 -0.1526  0.08
24 H 1.3902 1.7825 1.1507  0.02
25 C -5.0989 -1.6377 -0.7733  -0.14
26 C -0.3539 -4.0226 -4.7663  -0.09
27 H -5.7997 1.9524 -2.0721  0.09
28 H 4.7943 4.1907 1.3267  0.09
29 H -2.3337 -4.8580 -5.0587  0.10
30 N 3.1679 2.8631 1.4111  -0.29
31 H 0.1093 -4.6475 -5.5389  0.10
32 H 0.4488 3.6564 3.6769  0.09
33 H 2.7606 -1.6166 -1.4879  0.11
34 H 1.5236 -2.9250 -4.4036  0.11
35 H 0.1684 2.1441 -1.1215  -0.01
36 C 2.2176 -1.5531 -0.5485  -0.12
37 C 4.0769 3.6951 0.6515  -0.10
38 H 1.9078 3.5196 4.7414  0.08
39 H -4.9017 -2.6355 -0.3924  0.07
40 C 1.8166 -1.3431 1.7224  -0.22
41 C 0.6625 -1.9894 1.1604  -0.25
42 H -3.3890 -3.4028 -3.3189  0.10
43 C -0.1678 -2.2164 -3.2129  -0.11
44 C -5.5956 0.9522 -1.7399  -0.08
45 H 0.4071 -1.3609 -2.8432  0.08
46 C 0.5877 1.1476 4.0815  -0.12
47 H 0.7520 0.7751 -1.9655  0.00
48 H 4.5880 2.6284 2.9346  0.12
49 H 2.7049 1.3941 -0.0078  0.07
50 H -3.4685 1.0788 -2.1236  0.09
51 C 0.9177 -2.0836 -0.2679  -0.23
52 C 2.7728 -1.0972 0.6882  -0.15
53 H 2.0176 -1.3288 2.7766  0.08
54 C -6.3956 -1.1130 -0.7460  -0.10
55 H 3.4861 4.4393 0.1085  0.08
56 C 1.5008 3.3471 3.7293  -0.09
57 Si -2.5088 -1.9112 -1.3707  0.79
58 H -0.2133 -2.4111 1.6833  0.11
59 H 0.5899 0.1188 3.7004  0.05
60 C 3.8684 1.9864 2.3907  -0.16
61 H 3.8053 -0.8259 0.8568  0.10
62 C 2.2232 2.2052 0.5510  -0.17
63 H 4.6283 3.1246 -0.1182  0.08
64 H -7.1532 -1.7503 -0.3202  0.09

Forces on atoms 1 to 6 (eV/Å):
0.6 0.4 -0.4
1.1 0.1 -0.9
-0.6 1.2 -1.7
0.3 0.5 0.1
0.5 -0.3 -1.5
0.2 0.4 0.2